1.
This record from the OMol25 dataset describes 3 unconnected molecules or ions with the total composition C4H7NO2. The level of theory is the ωB97M-V functional and the def2-TZVPD basis.

```
14
C4H7NO2, DFT the ωB97M-V functional and the def2-TZVPD basis
O -0.0174 -2.7296 0.4576
N -0.6431 -1.8772 -0.4304
C -0.1877 -0.7009 -0.3718
C -0.6391 0.5248 -1.1629
C 0.2500 1.3331 -0.2518
C 0.8359 0.1512 0.4233
O 1.1985 0.1340 1.6480
H -0.4747 -3.5670 0.3047
H -1.6988 0.7581 -1.0139
H -0.4211 0.5579 -2.2355
H -0.4999 1.6307 1.4203
H 0.6323 2.3473 -0.3414
H 1.6825 0.2775 -0.3658
H -0.0173 1.1601 1.9195
```

As for the HOMO energy (spin up / spin down): -9.338 / -9.338 eV. The relative energy (zero: lowest compared OMol25 entry of this formula, charge and spin) comes out at 7.984 eV. As for the charge: 0.

Mulliken population analysis, charges in e, atoms 1 to 5: atom 1 (O): -0.361, atom 2 (N): -0.534, atom 3 (C): 0.330, atom 4 (C): -0.277, atom 5 (C): -0.773

---

2.
This record from the OMol25 dataset describes a molecular structure, C3H2Br3NO2. The level of theory is the ωB97M-V functional and the def2-TZVPD basis.

```
11
C3H2Br3NO2, DFT the ωB97M-V functional and the def2-TZVPD basis
C -0.1546 -0.1372 -0.2381
C -1.1180 -0.9713 -0.0510
C -3.1737 0.2781 0.1002
N -1.6384 -2.2161 0.0525
O -1.7786 -2.6745 1.1671
O -2.0230 -2.8030 -0.9932
Br -2.6232 2.1125 0.2657
Br -4.0648 -0.6001 1.4261
Br -3.8374 -0.0539 -1.6495
H 0.8694 -0.6037 -0.0955
H -0.2391 0.9079 -0.5609
```

As for the HOMO energy (spin up / spin down): -9.187 / -9.169 eV. As for the charge: 0.

Mulliken population analysis, charges in e, atoms 1 to 5: atom 1 (C): -0.597, atom 2 (C): 0.416, atom 3 (C): -0.216, atom 4 (N): 0.744, atom 5 (O): -0.472

---

3.
This record from the OMol25 dataset describes a molecular structure, C10H26BaO10. The level of theory is the ωB97M-V functional and the def2-TZVPD basis.

```
47
C10H26BaO10, DFT the ωB97M-V functional and the def2-TZVPD basis
Ba 0.6927 -0.2531 -0.9605
O 4.6457 -2.2221 -0.0044
C 3.4056 -1.8556 -0.4019
O 2.5480 -1.5222 0.4961
O 3.0919 -1.8832 -1.6022
H 4.6551 -2.0306 0.9412
O 2.7096 3.4726 -2.8286
C 3.0169 2.1226 -2.9710
O 2.2148 1.3285 -2.3876
O 4.0040 1.8520 -3.6298
H 3.3995 3.8471 -3.3887
C -0.8782 -4.4981 -2.4965
C -1.0050 -3.7973 -1.1505
O 0.1473 -3.0266 -0.8356
H -0.9950 -3.8045 -3.3271
H -1.6176 -5.2960 -2.6238
H 0.0623 -5.0503 -2.5628
H -1.1555 -4.5536 -0.3686
H -1.8964 -3.1692 -1.1184
H 0.9229 -3.5975 -0.7987
C -3.8261 2.0818 -0.7006
C -2.3671 2.3165 -0.4040
O -1.5339 1.4746 -1.2027
H -3.9776 2.0768 -1.7864
H -4.5067 2.7873 -0.2327
H -4.1287 1.0708 -0.4073
H -2.0917 2.0954 0.6302
H -2.0998 3.3723 -0.5214
H -1.9105 1.4969 -2.0908
C 0.3835 3.9398 1.8895
C 0.8701 2.5277 1.7350
O 1.1614 2.1803 0.3773
H 1.1666 4.6875 1.7996
H 0.0003 4.0142 2.9205
H -0.5162 4.1438 1.3133
H 0.0777 1.8280 2.0198
H 1.7399 2.2406 2.3305
H 1.6666 2.8801 -0.0533
C -0.8987 -2.2308 3.2162
C -0.5985 -0.8661 2.6454
O -0.9518 -0.7571 1.2717
H -0.7288 -2.2481 4.2921
H -0.3730 -3.0281 2.6932
H -1.9680 -2.4627 3.1056
H 0.4603 -0.6273 2.7433
H -1.1255 -0.1125 3.2464
H -1.8922 -0.9450 1.1892
```

As for the HOMO energy: -7.940 eV. The relative energy (zero: lowest compared OMol25 entry of this formula, charge and spin) comes out at 0.994 eV. As for the charge: 0.

Mulliken population analysis, charges in e, atoms 1 to 5: atom 1 (Ba): 1.625, atom 2 (O): -0.516, atom 3 (C): 0.723, atom 4 (O): -0.802, atom 5 (O): -0.640

---

The records above give, respectively, strongest force on any atom values of 0.67 4.71 2.11 eV Å⁻¹.